Density functional theory data (ωB97M-V with the def2-TZVPD basis set) for a structure of composition C11H17B3F3NO9 at a distorted geometry.

Structure (XYZ):
```
44
Properties=species:S:1:pos:R:3:mulliken_charge:R:1
C 1.886 -3.806 1.445 -0.957
C 2.338 -2.373 1.592 0.713
O 3.073 -2.052 2.493 -0.555
O 1.909 -1.489 0.662 -0.295
C 0.488 -1.207 0.750 -0.393
C 0.311 0.219 1.214 0.557
C -1.030 0.435 1.894 -0.764
C -2.226 0.431 0.911 -0.490
B -3.436 -0.349 1.503 0.202
O -3.669 -0.474 2.864 -0.214
B -3.883 -1.793 3.203 0.673
O -3.114 -2.509 4.050 -0.482
O -4.926 -2.444 2.528 -0.354
B -4.833 -2.163 1.200 0.353
O -5.207 -3.200 0.287 -0.505
C -4.197 -3.451 -0.468 0.602
N -3.263 -3.756 -1.102 -0.482
O -4.382 -0.990 0.684 -0.285
H 2.603 -4.472 1.891 0.320
H 0.937 -3.893 1.964 0.259
H 1.717 -4.083 0.412 0.338
H 0.068 -1.884 1.486 0.283
H 0.055 -1.393 -0.224 0.330
H 1.059 0.370 1.985 0.409
H 0.493 0.927 0.426 -0.989
H -1.030 1.361 2.451 0.468
H -1.136 -0.344 2.642 0.386
H -1.968 0.062 -0.072 0.285
H -2.580 1.455 0.810 0.355
H -2.986 -2.092 4.904 0.301
C 3.593 4.567 -4.411 -1.096
C 3.568 3.066 -4.216 -0.224
O 3.093 2.718 -2.902 -0.289
C 1.782 2.729 -2.738 0.033
O 0.963 2.997 -3.562 -0.514
C 1.441 2.294 -1.307 1.179
F 2.209 2.904 -0.403 -0.284
F 1.622 0.974 -1.162 -0.263
F 0.175 2.578 -1.007 -0.247
H 4.180 5.044 -3.626 0.301
H 4.028 4.815 -5.378 0.374
H 2.588 4.985 -4.368 0.316
H 4.575 2.660 -4.280 0.317
H 2.964 2.571 -4.975 0.326
```

Results
**Gap between HOMO and LUMO**: 10.18 eV

=====

Density functional theory data (ωB97M-V with the def2-TZVPD basis set) for a cluster of 2 separate species, C11H17BN4O5P in total at a distorted geometry.

Structure (XYZ):
```
39
Properties=species:S:1:pos:R:3:mulliken_charge:R:1
C 1.331 2.034 -3.938 -0.742
C -0.014 2.041 -3.468 -0.059
N -0.591 1.149 -2.472 0.246
C -1.304 1.878 -1.371 -0.804
B -0.760 3.377 -1.079 0.750
O 0.606 3.738 -0.863 -0.546
O -1.750 4.403 -1.032 -0.535
C 0.352 0.167 -1.991 -0.159
N 1.581 0.433 -1.297 -0.072
P 1.349 0.664 0.455 0.384
O 2.008 -0.629 1.367 -0.429
O 2.317 2.020 0.825 -0.498
N 0.002 -1.099 -2.182 0.164
N 0.752 -2.202 -1.752 -0.727
C 1.390 -2.643 -2.778 0.807
O 1.966 -3.117 -3.670 -0.275
H 1.749 1.326 -4.723 0.284
H 2.059 2.829 -3.565 0.179
H -0.734 2.784 -3.954 0.439
H -2.412 1.938 -1.648 0.255
H -1.268 1.286 -0.399 0.432
H 0.893 4.326 -1.589 0.304
H -1.323 5.282 -0.998 0.313
H 2.326 -0.236 -1.531 0.339
H 2.790 -0.925 0.836 0.293
H 2.763 2.267 -0.018 0.325
H -0.899 -1.302 -2.654 0.327
C -0.312 -2.517 2.777 -0.150
C -0.548 -1.471 3.667 -0.330
C -1.503 -1.610 4.667 -0.452
C -2.217 -2.797 4.787 -0.392
C -1.979 -3.843 3.904 -0.346
C -1.030 -3.703 2.898 -0.488
H 0.431 -2.407 1.995 0.392
H 0.015 -0.547 3.578 0.331
H -1.692 -0.793 5.355 0.368
H -2.958 -2.907 5.571 0.363
H -2.534 -4.770 4.000 0.362
H -0.850 -4.518 2.206 0.350
```

Results
**Gap between HOMO and LUMO**: 6.38 eV
**Total charge**: +1

=====

Density functional theory data (ωB97M-V with the def2-TZVPD basis set) for the ion C11H17ClNO2 with charge +1 at a distorted geometry.

Structure (XYZ):
```
32
Properties=species:S:1:pos:R:3:mulliken_charge:R:1
C 0.264 0.104 -0.346 0.687
C -0.444 -1.044 -0.437 -1.392
C -0.186 1.357 -1.115 0.362
C 0.071 4.757 1.044 -0.777
C -0.616 4.132 0.105 -0.093
C 0.734 2.659 -1.187 0.483
C 1.166 -3.122 -1.728 -1.146
C -1.711 -1.996 2.110 -1.162
C -0.074 3.909 -1.291 -0.702
C 1.158 -2.886 -0.227 -0.242
C -0.259 -2.189 1.707 -0.156
N -0.145 -2.302 0.220 0.136
O -1.244 1.331 -1.686 -0.544
O 1.924 2.569 -1.116 -0.517
Cl 1.679 0.301 0.609 -0.106
H -0.327 4.916 2.030 0.286
H 1.054 5.160 0.853 0.262
H -1.599 3.726 0.297 0.377
H 0.347 -3.771 -2.036 0.338
H 1.103 -2.189 -2.281 0.330
H 2.097 -3.609 -2.002 0.396
H -2.120 -1.082 1.688 0.330
H -2.323 -2.839 1.792 0.345
H -1.779 -1.928 3.191 0.391
H -0.890 3.777 -2.001 0.318
H 0.577 4.730 -1.591 0.398
H 1.953 -2.200 0.059 0.314
H 1.293 -3.831 0.302 0.488
H 0.140 -3.103 2.151 0.482
H 0.352 -1.344 2.029 0.258
H -0.875 -2.963 -0.071 0.394
H -1.320 -1.031 -1.073 0.465
```

Results
**Gap between HOMO and LUMO**: 8.04 eV
**ΔE to the lowest compared entry with this formula, charge and spin**: 0.536 eV
**Structure (SMILES)**: C=CCC(=O)C(=O)/C(Cl)=C/[NH+](CC)CC
**Total charge**: +1

=====

Density functional theory data (ωB97M-V with the def2-TZVPD basis set) for a cluster of 2 separate species, C11H17IN5O2S in total at a distorted geometry.

Structure (XYZ):
```
37
Properties=species:S:1:pos:R:3:mulliken_charge:R:1
C -0.546 4.091 -2.382 -0.282
C -1.340 3.843 -1.479 -0.091
N -2.010 3.671 -0.236 -0.128
C -2.053 2.578 0.539 0.472
N -2.762 2.638 1.793 -0.578
C -2.532 1.334 2.285 0.202
C -2.964 0.646 3.641 -0.523
C -1.600 0.281 4.409 0.489
C -0.354 1.304 4.357 -1.096
N -1.423 -0.822 5.049 -0.632
N -1.791 0.597 1.353 -0.176
N -1.463 1.342 0.252 0.236
C -0.694 0.786 -0.874 -0.118
C 0.081 -0.565 -0.557 -0.045
O -0.474 -1.648 -0.461 -0.472
I 2.229 -0.499 -0.293 0.149
H 0.225 4.411 -3.143 0.366
H -2.530 4.493 0.115 0.312
H -3.541 -0.311 3.398 0.298
H -3.584 1.350 4.292 0.350
H 0.365 0.883 3.576 0.273
H 0.128 1.438 5.373 0.436
H -0.668 2.340 3.988 0.295
H -0.463 -0.829 5.444 0.268
H -1.578 -0.381 1.570 0.388
H -1.434 0.554 -1.718 0.302
H 0.049 1.517 -1.330 0.309
C 1.923 -3.561 -3.998 -0.916
S 3.305 -2.709 -3.210 0.541
O 3.519 -1.429 -3.944 -0.598
C 4.571 -3.870 -3.760 -0.979
H 1.014 -2.986 -3.817 0.277
H 2.097 -3.635 -5.072 0.334
H 1.814 -4.556 -3.564 0.359
H 4.576 -3.925 -4.850 0.317
H 4.371 -4.855 -3.335 0.345
H 5.540 -3.515 -3.411 0.313
```

Results
**Gap between HOMO and LUMO**: 7.48 eV
**Total charge**: +1

=====

We obtain E_LUMO values of 0.012, -4.803, -4.344, -3.493 eV for the records listed above, in that order.